Below is 17 unconnected molecules or ions with the total composition C71H166F24N14O17, with properties calculated with the ωB97M-V functional and the def2-TZVPD basis.

Values from the calculation:
Gap between HOMO and LUMO: 0.33469 Eh
HOMO level: -8.77 eV

Each line ends with the Mulliken charge.
Element x y z (Å)
C (-5.265, 4.789, -2.802)  -0.8286
C (-6.482, 3.914, -3.048)  2.2247
C (-6.719, 2.935, -1.895)  -1.3755
O (-5.828, 1.887, -2.051)  0.2138
C (-6.081, 0.695, -1.329)  -0.2199
N (-7.686, 4.729, -3.378)  -0.7712
H (-5.517, 5.357, -1.894)  0.6106
H (-4.983, 5.415, -3.679)  0.2083
H (-4.446, 4.062, -2.650)  -0.2472
H (-6.372, 3.338, -3.935)  -1.0691
H (-7.733, 2.447, -1.930)  0.4004
H (-6.667, 3.376, -0.882)  0.1925
H (-5.621, 0.711, -0.332)  -0.0771
H (-5.589, -0.056, -1.932)  -0.2409
H (-7.182, 0.488, -1.240)  0.4320
H (-8.458, 4.071, -3.492)  0.2770
H (-7.907, 5.368, -2.622)  0.2689
C (4.803, -0.200, -1.053)  -0.9067
C (5.255, 0.406, 0.269)  2.5100
C (5.436, -0.669, 1.339)  -1.8266
O (4.141, -1.181, 1.586)  0.6682
C (4.053, -2.217, 2.537)  -0.7241
N (6.532, 1.112, -0.002)  -0.4321
H (4.647, 0.631, -1.746)  -0.3773
H (3.887, -0.757, -0.963)  -0.2750
H (5.625, -0.771, -1.370)  0.6671
H (4.493, 1.103, 0.660)  -1.2162
H (6.003, -0.334, 2.206)  0.3551
H (6.004, -1.473, 0.893)  0.2292
H (4.657, -1.980, 3.467)  0.3810
H (4.392, -3.202, 2.087)  0.3241
H (2.995, -2.434, 2.770)  -0.2464
H (6.902, 1.456, 0.899)  0.2723
H (7.211, 0.516, -0.470)  0.2832
C (8.257, 3.979, 2.292)  -1.7121
C (7.385, 3.430, 3.466)  0.3232
C (6.493, 4.546, 4.017)  -0.8799
O (5.658, 3.975, 5.036)  0.0598
C (5.221, 4.896, 6.031)  -0.8721
N (6.563, 2.231, 3.080)  -0.1412
H (7.762, 4.410, 1.402)  0.1812
H (8.904, 3.174, 1.962)  0.4022
H (8.877, 4.746, 2.721)  0.5576
H (8.001, 3.097, 4.276)  0.4932
H (5.834, 4.878, 3.192)  0.1579
H (7.078, 5.362, 4.427)  0.4920
H (6.033, 5.537, 6.413)  0.3901
H (4.883, 4.240, 6.873)  0.1859
H (4.388, 5.477, 5.635)  0.2760
H (5.778, 2.625, 2.533)  -0.0683
H (6.171, 1.884, 3.962)  0.1306
C (-4.310, -6.220, -4.025)  -1.4249
C (-4.934, -4.948, -4.536)  0.3161
C (-4.556, -3.647, -3.750)  -0.0664
O (-5.063, -3.682, -2.394)  0.0651
C (-6.405, -3.329, -2.197)  -0.6863
N (-4.741, -4.775, -5.976)  -0.5621
H (-4.392, -6.223, -2.938)  0.2866
H (-3.248, -6.349, -4.226)  0.2897
H (-4.820, -7.093, -4.438)  0.4109
H (-5.976, -4.975, -4.304)  0.2656
H (-5.069, -2.844, -4.266)  0.1430
H (-3.498, -3.438, -3.656)  -0.1216
H (-6.596, -3.067, -1.139)  -0.0123
H (-7.102, -4.154, -2.326)  0.3635
H (-6.703, -2.449, -2.794)  0.3213
H (-3.867, -5.218, -6.231)  0.2482
H (-5.444, -5.325, -6.466)  0.2808
C (6.531, 4.864, -2.311)  -1.7322
C (5.068, 4.309, -2.313)  0.2856
C (4.786, 3.574, -3.676)  -0.9553
O (3.421, 3.482, -3.877)  0.2283
C (2.982, 2.677, -4.934)  -0.8162
N (4.771, 3.472, -1.160)  -0.0118
H (6.886, 5.421, -3.212)  0.3816
H (7.271, 4.115, -2.175)  0.3612
H (6.613, 5.534, -1.478)  0.4035
H (4.420, 5.181, -2.258)  0.2948
H (5.241, 2.572, -3.615)  0.3180
H (5.274, 4.095, -4.502)  0.3876
H (3.344, 1.645, -4.928)  0.3633
H (3.233, 3.145, -5.874)  0.4580
H (1.907, 2.668, -4.861)  -0.1388
H (5.427, 2.678, -1.116)  -0.0737
H (3.797, 3.186, -1.104)  -0.2199
C (-4.419, -4.351, 1.887)  -1.4743
C (-4.563, -3.035, 2.635)  2.5582
C (-5.637, -2.088, 2.054)  -0.5608
O (-5.788, -0.939, 2.867)  -0.2952
C (-6.938, -0.225, 2.484)  -0.8409
N (-4.737, -3.192, 4.085)  -0.6595
H (-5.303, -4.997, 1.918)  0.3201
H (-3.581, -4.897, 2.274)  0.3376
H (-4.245, -4.006, 0.884)  0.1063
H (-3.571, -2.497, 2.579)  -1.4768
H (-6.580, -2.593, 1.991)  0.6557
H (-5.340, -1.729, 1.071)  -0.1701
H (-6.768, 0.743, 2.870)  0.2993
H (-7.830, -0.685, 2.951)  0.2667
H (-6.977, -0.122, 1.402)  0.3125
H (-5.602, -3.758, 4.266)  0.3264
H (-4.969, -2.298, 4.495)  0.2687
C (-4.748, 5.015, -7.435)  -1.3576
C (-5.815, 3.910, -7.376)  0.3055
C (-5.234, 2.837, -6.483)  0.1052
O (-6.155, 1.779, -6.340)  -0.5041
C (-5.795, 0.760, -5.406)  0.1654
N (-7.077, 4.428, -6.824)  -0.7360
H (-3.849, 4.679, -7.983)  0.3861
H (-4.405, 5.374, -6.465)  0.0614
H (-5.098, 5.855, -8.026)  0.4578
H (-6.041, 3.654, -8.418)  0.3926
H (-4.992, 3.289, -5.468)  -0.3190
H (-4.312, 2.519, -6.928)  0.4529
H (-5.832, 1.098, -4.331)  -0.1432
H (-4.788, 0.347, -5.520)  -0.3292
H (-6.522, -0.021, -5.503)  0.4432
H (-7.038, 4.378, -5.805)  0.1736
H (-7.820, 3.772, -7.056)  0.3507
C (3.659, -3.920, 5.873)  -1.1363
C (2.864, -5.064, 5.308)  0.3398
C (1.880, -5.496, 6.391)  -0.9148
O (1.014, -6.502, 5.887)  -0.2426
C (0.135, -7.063, 6.839)  -0.7937
N (2.225, -4.631, 4.054)  0.1088
H (2.955, -3.117, 5.989)  0.1711
H (4.475, -3.559, 5.179)  0.0578
H (4.054, -4.179, 6.862)  0.5733
H (3.493, -5.920, 5.015)  0.4522
H (1.319, -4.618, 6.680)  0.2893
H (2.327, -5.869, 7.321)  0.5746
H (0.549, -7.223, 7.844)  0.3279
H (-0.300, -7.956, 6.377)  0.2515
H (-0.702, -6.375, 7.048)  0.2536
H (1.495, -5.227, 3.738)  0.2325
H (1.723, -3.774, 4.223)  -0.5965
C (-2.293, 5.529, 3.944)  -1.2052
C (-1.848, 6.407, 2.771)  0.1594
C (-1.716, 5.496, 1.545)  0.3642
O (-2.985, 5.175, 1.015)  -0.4990
C (-2.950, 4.017, 0.181)  1.0633
N (-2.641, 7.595, 2.664)  -0.7228
H (-1.787, 4.617, 3.946)  0.1881
H (-3.399, 5.321, 3.763)  0.2224
H (-2.239, 6.052, 4.924)  0.3420
H (-0.843, 6.814, 3.020)  0.4023
H (-1.176, 4.580, 1.788)  -0.4934
H (-1.172, 5.956, 0.689)  0.3248
H (-2.508, 4.312, -0.783)  -0.2335
H (-3.987, 3.641, 0.088)  0.0456
H (-2.370, 3.226, 0.680)  -0.5095
H (-2.184, 8.298, 2.094)  0.3028
H (-3.532, 7.455, 2.154)  0.2935
C (1.924, 3.447, 3.521)  -1.0047
C (2.403, 2.868, 2.183)  2.2785
C (1.291, 3.133, 1.174)  -0.7495
O (1.823, 2.639, -0.121)  0.5871
C (0.947, 2.965, -1.176)  -1.0083
N (3.690, 3.500, 1.911)  0.4513
H (2.572, 3.190, 4.364)  -0.1751
H (0.894, 3.156, 3.787)  -0.3942
H (1.915, 4.585, 3.539)  0.4014
H (2.568, 1.816, 2.345)  -1.5556
H (1.129, 4.226, 1.151)  0.7946
H (0.367, 2.642, 1.435)  -0.3062
H (0.938, 4.068, -1.264)  0.6101
H (-0.075, 2.635, -1.011)  0.2640
H (1.325, 2.523, -2.110)  -0.0081
H (3.619, 4.509, 1.971)  0.4404
H (4.051, 3.373, 0.994)  -0.4779
C (4.484, -7.692, 0.609)  -1.6101
C (3.263, -6.931, -0.051)  0.7334
C (3.336, -5.470, -0.016)  1.2304
O (4.582, -5.129, -0.751)  -0.5413
C (4.701, -3.705, -0.949)  -0.2027
N (3.005, -7.508, -1.375)  -0.7062
H (5.239, -7.896, -0.161)  0.3424
H (4.120, -8.659, 0.919)  0.4268
H (4.920, -7.149, 1.414)  0.3604
H (2.433, -7.207, 0.593)  -0.0707
H (3.308, -4.967, 0.953)  -0.1346
H (2.525, -5.028, -0.571)  -0.7719
H (3.919, -3.361, -1.584)  0.0763
H (5.583, -3.554, -1.558)  0.4727
H (4.649, -3.086, -0.082)  -0.0882
H (2.122, -7.200, -1.686)  0.1852
H (3.640, -7.194, -2.056)  0.3409
C (5.609, 1.509, 8.234)  -1.6334
C (4.440, 1.384, 7.269)  2.1165
C (4.464, -0.050, 6.770)  -1.1637
O (3.389, -0.366, 5.913)  -0.1814
C (3.372, 0.332, 4.704)  1.1976
N (3.235, 1.886, 8.007)  -0.7383
H (5.469, 0.946, 9.144)  0.4623
H (5.636, 2.576, 8.539)  0.4042
H (6.591, 1.287, 7.747)  0.3726
H (4.589, 2.104, 6.471)  -0.9981
H (4.453, -0.818, 7.590)  0.2177
H (5.439, -0.170, 6.249)  0.4475
H (3.168, 1.405, 4.834)  -0.2072
H (2.567, -0.095, 4.101)  -0.8771
H (4.292, 0.200, 4.122)  0.0894
H (2.430, 1.432, 7.569)  0.3181
H (3.354, 1.508, 8.924)  0.3333
C (0.920, -2.557, 0.382)  0.2082
C (0.614, -1.076, 0.010)  2.3039
C (-0.850, -0.910, -0.155)  -0.1661
O (-1.245, -1.476, -1.381)  0.6962
C (-2.671, -1.398, -1.572)  0.1456
N (1.176, -0.258, 1.026)  2.5304
H (0.736, -2.697, 1.438)  -0.3264
H (1.968, -2.711, 0.167)  -0.1122
H (0.301, -3.233, -0.252)  -1.3207
H (1.136, -0.853, -0.946)  -0.4681
H (-1.109, 0.153, -0.188)  -0.0308
H (-1.380, -1.400, 0.694)  -0.4094
H (-3.198, -2.307, -1.358)  0.0393
H (-2.825, -1.247, -2.655)  -0.4527
H (-3.106, -0.564, -0.991)  0.1278
H (2.148, -0.554, 1.260)  -1.3996
H (1.311, 0.645, 0.550)  -1.1950
C (-0.793, -6.550, 1.701)  -0.8237
C (-1.797, -6.630, 0.499)  0.3581
C (-1.621, -5.585, -0.501)  0.7547
O (-0.373, -5.866, -1.168)  -0.3423
C (-0.163, -5.047, -2.267)  -0.4708
N (-1.901, -7.963, -0.066)  -0.8024
H (-0.712, -5.569, 2.216)  -0.1217
H (0.159, -6.942, 1.418)  0.0516
H (-1.199, -7.201, 2.498)  0.5032
H (-2.826, -6.434, 0.837)  0.0647
H (-1.543, -4.660, 0.134)  -0.3156
H (-2.392, -5.555, -1.270)  0.0624
H (-0.087, -3.983, -1.960)  0.1736
H (-0.984, -5.123, -2.990)  0.2859
H (0.778, -5.358, -2.706)  0.2424
H (-1.144, -8.153, -0.706)  0.3245
H (-1.915, -8.607, 0.727)  0.2736
C (-0.720, 5.672, -4.875)  -1.0250
C (0.729, 6.267, -4.955)  1.0050
C (1.702, 5.938, -3.787)  1.1262
F (2.861, 6.505, -4.055)  -0.2877
F (1.228, 6.485, -2.673)  -0.3330
F (1.299, 5.739, -6.056)  -0.2601
F (0.614, 7.648, -4.955)  -0.3391
O (-0.486, 4.279, -4.562)  0.0169
C (-1.646, 3.651, -4.331)  -0.1236
C (-1.428, 2.118, -4.501)  -0.1195
F (-0.633, 1.667, -3.431)  0.2027
F (-2.658, 1.582, -4.395)  0.2245
F (-2.160, 3.954, -3.120)  -0.1828
F (-2.591, 3.951, -5.277)  -0.3114
H (-1.235, 5.798, -5.842)  0.3309
H (-1.408, 6.156, -4.146)  0.4484
H (1.909, 4.878, -3.566)  -0.5229
H (-0.950, 1.827, -5.432)  0.2029
C (-0.068, -1.666, -7.148)  -0.9610
C (-1.558, -2.126, -7.317)  0.9701
C (-2.565, -1.269, -6.572)  -0.0804
F (-2.384, -1.217, -5.211)  -0.0526
F (-2.436, 0.008, -6.966)  -0.3185
F (-1.821, -2.158, -8.667)  -0.3514
F (-1.652, -3.408, -6.837)  -0.2371
O (0.214, -1.827, -5.786)  -0.1141
C (1.346, -1.237, -5.188)  0.2241
C (1.347, -1.537, -3.722)  1.1512
F (1.784, -2.846, -3.574)  -0.3542
F (2.300, -0.769, -3.177)  -0.1255
F (2.522, -1.628, -5.647)  -0.3017
F (1.204, 0.094, -5.370)  -0.0717
H (-0.042, -0.650, -7.521)  0.3109
H (0.530, -2.442, -7.704)  0.3668
H (-3.616, -1.631, -6.721)  0.3669
H (0.397, -1.307, -3.242)  -0.5243
C (-0.500, 0.250, 3.757)  -0.9278
C (-1.691, 1.190, 3.816)  0.9771
C (-2.933, 0.720, 3.083)  -0.1626
F (-3.777, 1.820, 3.078)  -0.3968
F (-2.535, 0.466, 1.867)  0.2967
F (-2.017, 1.511, 5.080)  -0.3895
F (-1.268, 2.374, 3.249)  -0.0242
O (-0.928, -1.104, 3.708)  -0.1845
C (-0.780, -1.866, 4.782)  1.0303
C (-1.399, -3.228, 4.605)  -0.2230
F (-1.138, -3.648, 3.384)  0.2794
F (-0.841, -4.079, 5.538)  -0.2251
F (0.626, -2.011, 5.049)  -0.1152
F (-1.323, -1.375, 5.894)  -0.3170
H (0.122, 0.455, 4.597)  0.6589
H (0.083, 0.374, 2.828)  -0.0887
H (-3.472, -0.101, 3.534)  0.0517
H (-2.470, -3.101, 4.788)  -0.1126